No. 1
60
Properties=species:S:1:pos:R:3:forces:R:3:lowdin_charge:R:1 method="wB97M-V/def2-TZVPD" total_energy_ha=-1652.558644 orbital_gap_ev=9.8 multiplicity=1 e_above_lowest_kj_mol=8.4
C 3.05951 3.67127 -1.07121 0.0 0.0 0.0 -0.0281
N 2.33094 2.65718 -0.31535 -0.1 -0.1 -0.1 -0.0745
C 0.88287 2.70220 -0.39659 0.0 0.0 0.0 -0.1218
C 0.31124 2.60362 -1.80731 0.0 0.0 0.0 -0.4367
O 0.48746 3.82882 -2.46814 0.0 0.0 0.0 0.0156
C 0.72970 1.30592 -2.54690 0.0 0.0 0.0 -0.0138
N -0.55927 0.75184 -2.15612 0.0 0.0 0.0 -0.0246
C -1.06580 -0.49139 -2.34122 0.0 0.0 0.0 -0.4600
O -0.40601 -1.38116 -2.84860 0.0 0.0 0.0 0.0742
C -2.45277 -0.69846 -1.77403 0.0 0.0 0.0 -0.0594
C -2.33031 -1.07019 -0.30188 0.0 0.0 0.0 -0.2335
C -1.84447 -2.48674 0.06719 0.0 0.0 0.0 -0.0467
C -2.83248 -2.48273 1.24104 0.0 0.0 0.0 -0.3019
O -2.12877 -2.10362 2.41226 0.0 0.0 0.0 -0.0179
C -3.60870 -1.31965 0.54864 0.0 0.0 0.0 -0.4639
C -4.05866 -0.16499 1.42102 0.0 0.0 0.0 -0.0329
C -4.76667 -1.87817 -0.26611 0.0 0.0 0.0 -0.0388
C -1.13228 2.03090 -1.75292 0.0 0.0 0.0 -0.0424
C 3.04779 1.52975 -0.02235 0.2 0.2 0.2 -0.4531
O 4.14682 1.35550 -0.52066 0.0 0.0 0.0 0.0704
C 2.59397 0.47908 1.02333 -0.2 -0.1 -0.2 -0.6296
Cl 1.37492 1.11764 2.21704 0.1 0.0 0.1 0.7288
C 3.82296 0.05565 1.83695 0.0 0.0 0.0 -0.1984
C 3.54476 -1.12889 2.75428 0.0 0.0 0.0 -0.2091
C 3.00565 -2.31359 1.95997 0.0 0.0 0.0 -0.1948
C 1.74321 -1.92638 1.19710 0.0 0.0 0.0 -0.2079
C 1.98140 -0.72259 0.29089 0.0 0.0 0.0 -0.1795
H 4.04407 3.80281 -0.63011 0.0 0.0 0.0 0.0941
H 3.19025 3.39475 -2.11894 0.0 0.0 0.0 0.0964
H 2.49679 4.60044 -1.02306 0.0 0.0 0.0 0.0916
H 0.47252 1.87527 0.17074 0.0 0.0 0.0 0.0569
H 0.51400 3.62846 0.05384 0.0 0.0 0.0 0.1455
H 0.18166 3.74523 -3.37765 0.0 0.0 0.0 0.1051
H 0.82737 1.43773 -3.62969 0.0 0.0 0.0 0.1372
H 1.60279 0.76942 -2.17562 0.0 0.0 0.0 0.1187
H -3.05673 0.20664 -1.88707 0.0 0.0 0.0 0.1188
H -2.92552 -1.50120 -2.33885 0.0 0.0 0.0 0.1257
H -1.71304 -0.32774 0.21470 0.0 0.0 0.0 0.1415
H -2.10152 -3.21921 -0.69767 0.0 0.0 0.0 0.1247
H -0.80114 -2.60936 0.34358 0.0 0.0 0.0 0.0943
H -3.41164 -3.39583 1.41584 0.0 0.0 0.0 0.1469
H -2.76163 -1.96010 3.12313 0.0 0.0 0.0 0.0939
H -4.87901 -0.45884 2.08227 0.0 0.0 0.0 0.0863
H -3.23657 0.20920 2.03244 0.0 0.0 0.0 0.0808
H -4.42213 0.65928 0.80130 0.0 0.0 0.0 0.0862
H -5.56580 -2.21288 0.39929 0.0 0.0 0.0 0.0883
H -5.18350 -1.12043 -0.93338 0.0 0.0 0.0 0.0864
H -4.46444 -2.73194 -0.87557 0.0 0.0 0.0 0.0879
H -1.63083 2.04682 -0.78120 0.0 0.0 0.0 0.1243
H -1.78866 2.47042 -2.51156 0.0 0.0 0.0 0.1312
H 4.59598 -0.21024 1.11587 0.0 0.0 0.0 0.1216
H 4.18884 0.91696 2.39848 0.0 0.0 0.0 0.1207
H 4.47103 -1.40119 3.26427 0.0 0.0 0.0 0.1116
H 2.82715 -0.84706 3.52874 0.0 0.0 0.0 0.0947
H 3.76975 -2.64891 1.24966 0.0 0.0 0.0 0.1182
H 2.79769 -3.15527 2.62350 0.0 0.0 0.0 0.1105
H 1.40603 -2.76167 0.58029 0.0 0.0 0.0 0.1072
H 0.93649 -1.70429 1.90140 0.0 0.0 0.0 0.0994
H 1.05074 -0.42644 -0.20152 0.0 0.0 0.0 0.0953
H 2.69201 -0.99166 -0.49776 0.0 0.0 0.0 0.1381

=====

No. 2
71
Properties=species:S:1:pos:R:3:forces:R:3:lowdin_charge:R:1 method="wB97M-V/def2-TZVPD" total_energy_ha=-3508.422883 charge=+1 orbital_gap_ev="8.5 / 9.0" multiplicity=3 e_above_lowest_kj_mol=189.1
V 0.47750 0.39502 0.55115 -3.7 -2.3 -1.4 1.0126
C 1.31205 2.03251 -4.28256 0.0 0.0 0.0 -0.0161
N -0.01692 2.09767 -3.68797 0.1 -0.1 -0.1 -0.1341
C -0.91606 3.03574 -4.34108 0.0 0.0 0.0 -0.0244
C -0.22866 1.52149 -2.49249 -0.1 0.2 0.0 -0.4163
O 0.63482 0.86284 -1.91815 0.1 -0.2 0.4 0.0138
C -1.58388 1.77970 -1.83028 0.0 0.0 0.0 -0.0857
O -1.83738 0.93195 -0.72923 0.2 -0.1 0.0 -0.1291
C -2.61777 -0.20801 -0.99312 0.0 0.1 0.1 -0.0966
C -1.76363 -1.45567 -1.15004 -0.1 -0.1 -0.1 -0.4099
O -0.55100 -1.41285 -0.93908 0.0 0.3 0.4 -0.0422
N -2.39545 -2.58127 -1.50249 0.1 -0.1 0.0 -0.1227
C -1.62823 -3.81107 -1.64874 0.0 0.0 0.0 -0.0146
C -3.84017 -2.67180 -1.67509 0.0 0.1 0.0 -0.0225
H 1.23273 1.70459 -5.31902 0.0 0.0 0.0 0.0961
H 1.92304 1.33277 -3.72392 0.0 0.0 0.0 0.0878
H 1.77947 3.01928 -4.25866 0.0 0.0 0.0 0.1012
H -0.86831 2.87378 -5.41717 0.0 0.0 0.0 0.0979
H -0.61310 4.06553 -4.13455 0.0 0.0 0.0 0.1046
H -1.94726 2.91165 -4.02922 0.0 0.0 0.0 0.0810
H -2.40041 1.70347 -2.54888 0.0 0.0 0.0 0.1222
H -1.56197 2.80060 -1.44183 0.0 0.0 0.0 0.1446
H -3.25128 -0.06177 -1.87255 0.0 0.0 0.0 0.1398
H -3.26797 -0.35186 -0.12719 -0.1 0.0 0.0 0.1327
H -0.59528 -3.56816 -1.87829 0.0 0.0 0.0 0.0820
H -2.05030 -4.40144 -2.45979 0.0 0.0 0.0 0.0973
H -1.66070 -4.39992 -0.72868 0.0 0.0 0.0 0.1007
H -4.36919 -2.04406 -0.96136 0.0 0.0 0.0 0.0900
H -4.14399 -3.70004 -1.49505 0.0 0.0 0.0 0.0980
H -4.14572 -2.39864 -2.68740 0.0 0.0 0.0 0.1028
F 3.06096 3.90080 2.09580 0.1 0.1 0.0 0.2031
C 2.19627 2.90938 1.94092 -0.1 0.0 0.0 -0.5527
F 1.64643 2.62872 3.11990 0.0 0.0 0.1 0.1928
F 2.88232 1.81786 1.55677 0.0 -0.1 0.0 0.1558
C 1.08317 3.22213 0.89133 0.0 0.1 -0.1 -0.2074
O 0.38154 2.07071 0.62347 0.6 5.2 0.4 -0.2052
C 0.09794 4.28342 1.47885 -0.1 -0.2 0.0 -0.5539
F -0.72138 3.69804 2.34768 0.0 0.0 0.0 0.1879
F 0.73511 5.27139 2.09665 0.1 0.1 0.0 0.1973
F -0.65414 4.81429 0.50898 0.0 0.0 -0.1 0.1796
C 1.73000 3.75740 -0.41964 0.0 0.0 0.1 -0.5453
F 2.68061 2.92539 -0.84599 0.1 -0.1 0.0 0.1862
F 0.81637 3.84486 -1.39452 -0.1 0.0 0.0 0.1689
F 2.26569 4.96208 -0.25421 0.0 0.1 0.0 0.1998
O 1.51739 -1.04112 0.69619 2.7 -2.7 0.3 -0.6318
S 1.81323 -2.48431 0.26887 0.3 -0.2 0.2 1.0983
C 1.98994 -3.30315 1.87851 0.0 0.1 -0.1 -0.2815
C 3.33559 -2.83347 2.40918 0.1 0.0 -0.1 -0.2172
C 4.29998 -3.03765 1.24361 -0.1 0.0 0.1 -0.2108
C 3.62391 -2.43716 0.00753 -0.1 -0.1 0.0 -0.2647
H 1.97837 -4.37783 1.68240 0.0 0.0 0.0 0.1096
H 1.12266 -3.02519 2.47481 0.0 0.0 0.0 0.0853
H 3.63280 -3.39233 3.29529 0.0 0.0 0.0 0.1265
H 3.27553 -1.77624 2.67400 0.0 0.0 0.1 0.1195
H 4.47290 -4.10431 1.09305 0.0 0.0 0.0 0.1188
H 5.26462 -2.56433 1.41972 0.0 0.0 0.0 0.1236
H 3.84957 -2.95632 -0.92181 0.0 0.0 0.0 0.0957
H 3.83703 -1.37541 -0.11346 0.0 0.0 0.0 0.1035
C -1.68408 -2.11225 2.17375 0.0 0.1 0.0 -0.0820
C -1.74244 -0.62059 2.51046 0.1 0.0 0.1 -0.4927
C -2.38145 -0.44405 3.89158 0.0 0.0 -0.1 -0.0806
C -0.36524 0.05449 2.45988 0.0 -0.2 -0.2 -0.1803
H -2.68340 -2.52401 2.00783 0.0 0.0 0.0 0.0826
H -1.25330 -2.66317 3.01528 0.0 0.0 0.0 0.0818
H -1.07774 -2.30774 1.28714 0.0 0.0 0.0 0.0418
H -2.39422 -0.11331 1.78950 0.0 0.0 0.0 0.1040
H -1.72359 -0.85477 4.66098 0.0 0.0 0.0 0.0834
H -3.34360 -0.95833 3.95850 0.0 0.0 0.0 0.0782
H -2.54172 0.61185 4.11131 0.0 0.0 0.0 0.0788
H 0.33809 -0.51003 3.08703 0.0 0.0 0.0 0.0643
H -0.46664 1.04226 2.91561 0.1 0.0 0.0 0.0479

=====

No. 3
62
Properties=species:S:1:pos:R:3:forces:R:3:lowdin_charge:R:1 method="wB97M-V/def2-TZVPD" total_energy_ha=-1376.870627 charge=+1 orbital_gap_ev=9.4 multiplicity=1
N 0.68530 1.28377 -2.39298 0.8 -0.4 0.5 0.0499
C 1.28839 0.21343 -1.56221 -1.2 1.9 1.3 -0.1887
N 1.29948 -1.10989 -2.26155 0.2 1.0 -0.8 -0.0517
C -0.11903 -1.52038 -2.52498 -2.0 -1.1 -0.5 -0.0848
C -0.50829 -2.93641 -1.96402 -0.4 0.1 -0.1 -0.1711
N 0.03262 -3.26388 -0.64105 0.3 0.5 -1.2 0.0037
C 1.34287 -2.65627 -0.34315 0.3 0.1 1.8 -0.2427
C 2.14508 -3.70352 0.51094 -1.0 1.9 -1.2 -0.2515
C 1.90508 -3.67435 1.89609 0.8 -1.0 0.8 -0.0203
C 2.60587 -4.58322 2.75593 0.1 0.3 -2.5 -0.0145
C 3.50306 -5.43432 2.03816 -0.9 0.8 0.8 -0.0509
C 3.58040 -5.33893 0.63401 1.3 -1.5 -0.6 -0.1308
N 2.94363 -4.50803 -0.21780 -0.3 -0.1 3.2 0.1347
C 2.13199 -2.16149 -1.58531 -0.1 -2.1 0.3 -0.2004
C 3.61900 -1.76137 -1.33702 -0.7 0.8 -0.3 -0.1028
C 3.96046 -1.08047 0.03266 1.3 0.5 -0.8 -0.2263
O 5.21271 -1.60497 0.51097 -0.6 -0.2 0.0 -0.0683
H 1.45777 1.87529 -2.70749 -0.4 -0.2 -0.3 0.0845
H 0.18212 1.88738 -1.73568 -0.1 -0.3 -0.4 0.0789
H 0.58500 0.09860 -0.68447 1.3 -0.1 -0.8 0.1193
H 2.28389 0.58909 -1.25871 -0.3 -1.2 0.1 0.1343
H 1.72185 -0.94515 -3.18545 -0.1 0.0 0.4 0.1871
H -0.86556 -0.79563 -2.13315 1.1 -0.1 -0.1 0.1315
H -0.30272 -1.54903 -3.62378 0.4 0.2 0.8 0.1420
H -0.26070 -3.71187 -2.72359 0.0 0.4 0.6 0.1203
H -1.62039 -2.93295 -1.87211 0.8 0.0 -0.3 0.1330
H -0.64280 -3.12001 0.10199 0.3 0.1 -0.2 0.1209
H 1.19239 -1.76427 0.32575 0.2 -0.6 -0.5 0.1277
H 1.18464 -2.95707 2.32512 0.5 -0.3 -0.4 0.1176
H 2.43637 -4.58673 3.84171 0.3 -0.1 -0.6 0.1137
H 4.12932 -6.16229 2.57810 -0.4 0.4 -0.5 0.1100
H 4.27084 -6.05603 0.13843 -0.5 0.5 0.4 0.1170
H 2.15988 -3.02109 -2.30197 -0.1 0.7 0.4 0.1677
H 4.23245 -2.67376 -1.51021 -0.5 0.6 0.4 0.1218
H 3.90536 -1.03938 -2.14720 -0.2 -0.6 0.5 0.1265
H 3.18875 -1.14937 0.82003 0.5 -0.3 -0.4 0.1099
H 4.15951 0.00621 -0.15487 -0.6 -0.6 0.2 0.1164
H 5.76235 -1.83114 -0.25577 -0.2 0.2 0.4 0.0866
O 1.18556 0.78972 1.94787 -0.2 -0.2 -0.6 0.1094
C 0.03914 1.14625 1.91309 0.5 0.2 0.5 -0.4802
O -0.64260 1.33841 0.75373 0.2 -0.1 0.1 -0.0177
C -1.95600 1.87006 1.05009 -0.5 0.1 -0.1 -0.1536
C -2.22750 1.47151 2.48591 -0.1 0.0 0.3 -0.1404
C -0.83297 1.48513 3.09725 -0.5 -0.2 -0.2 -0.0646
H -1.93135 2.95305 0.91676 0.1 0.0 0.0 0.1257
H -2.68504 1.44841 0.36451 0.2 0.0 -0.1 0.1103
H -2.93442 2.13050 2.98641 0.0 0.0 -0.1 0.1251
H -2.63202 0.45694 2.51919 0.0 0.1 0.0 0.1240
H -0.55933 2.47521 3.46665 0.1 -0.1 0.0 0.1394
H -0.72759 0.74129 3.88369 0.3 0.2 0.1 0.1306
O -4.51713 2.87288 0.04806 0.2 0.2 0.3 0.1035
C -4.67438 4.06341 0.03370 -0.4 -0.3 -0.2 -0.4750
O -4.35613 4.87000 1.07448 0.1 -0.3 -0.2 0.0247
C -4.76648 6.21882 0.78483 -0.1 0.4 0.1 -0.1494
C -4.86061 6.28857 -0.72679 -0.1 0.2 -0.3 -0.1558
C -5.28097 4.87212 -1.08901 0.3 0.5 0.0 -0.0724
H -5.72750 6.40126 1.27087 0.0 -0.1 0.0 0.1312
H -4.03258 6.91689 1.18399 0.0 -0.2 0.1 0.1276
H -5.54739 7.05640 -1.08001 0.0 0.0 0.1 0.1213
H -3.87561 6.49843 -1.15056 0.0 0.0 0.0 0.1203
H -6.36541 4.74983 -1.06778 0.0 -0.1 -0.1 0.1373
H -4.88062 4.56437 -2.05230 -0.2 -0.3 0.1 0.1280